1.
Density functional theory data (ωB97M-V/def2-TZVPD) for C27H29Br45FN4O as an isolated structure.

Atoms and positions in Å:
O: 3.226 3.795 -4.253
C: 2.370 3.277 -3.578
C: 2.202 3.676 -2.061
N: 3.093 2.980 -1.097
C: 3.089 3.437 0.195
N: 3.978 2.716 0.974
C: 4.501 1.764 0.075
N: 5.383 0.862 0.474
C: 5.842 0.903 1.893
C: 4.744 0.342 2.911
F: 4.827 -1.068 3.040
N: 3.961 1.925 -1.221
C: 1.380 2.260 -4.169
C: 1.965 1.119 -4.890
C: 1.110 0.077 -5.450
C: -0.352 0.126 -5.327
C: -0.929 1.296 -4.641
C: -0.069 2.331 -4.077
H: 2.414 4.781 -1.975
H: 1.150 3.542 -1.680
H: 2.436 4.278 0.502
H: 5.798 0.173 -0.152
H: 6.730 0.227 2.045
H: 6.183 1.933 2.184
H: 3.738 0.570 2.459
H: 4.794 0.850 3.907
H: 4.149 1.409 -2.078
H: 3.072 1.015 -4.996
H: 1.571 -0.780 -5.986
H: -0.997 -0.678 -5.739
H: -2.058 1.348 -4.569
H: -0.563 3.195 -3.568
C: -4.084 0.352 -1.534
Br: -2.809 1.192 -2.726
Br: -5.012 -1.109 -2.387
Br: -3.250 -0.199 0.122
H: -4.829 1.097 -1.282
C: -3.262 -3.678 1.768
Br: -1.520 -2.868 2.020
Br: -3.454 -4.436 0.001
Br: -3.655 -4.970 3.150
H: -3.997 -2.884 1.856
C: -5.111 4.642 -3.524
Br: -3.380 5.428 -3.154
Br: -5.214 3.949 -5.324
Br: -5.583 3.300 -2.212
H: -5.850 5.443 -3.446
C: 9.427 2.220 -0.449
Br: 9.835 3.761 0.641
Br: 9.457 0.580 0.577
Br: 7.757 2.439 -1.401
H: 10.209 2.142 -1.199
C: -1.775 -8.179 -1.573
Br: -3.099 -9.511 -2.043
Br: -1.855 -6.639 -2.745
Br: -1.881 -7.663 0.286
H: -0.804 -8.639 -1.720
C: -7.051 -6.187 -1.881
Br: -6.802 -6.744 -0.047
Br: -6.867 -4.272 -2.077
Br: -5.888 -7.149 -3.089
H: -8.071 -6.440 -2.155
C: 3.934 -1.883 6.328
Br: 4.335 -0.342 7.430
Br: 4.038 -3.532 7.330
Br: 2.234 -1.696 5.427
H: 4.697 -1.929 5.557
C: -2.965 -5.257 7.582
Br: -1.724 -4.483 6.317
Br: -3.941 -6.739 6.812
Br: -2.093 -5.752 9.234
H: -3.693 -4.489 7.824
C: 0.853 2.026 7.157
Br: 0.042 3.689 7.717
Br: -0.440 0.588 7.064
Br: 1.827 2.217 5.495
H: 1.579 1.754 7.917
C: -9.059 -1.833 -0.103
Br: -8.909 -1.921 1.823
Br: -10.600 -2.807 -0.749
Br: -9.042 -0.007 -0.743
H: -8.181 -2.321 -0.512
C: -8.914 6.289 -4.452
Br: -7.189 7.087 -4.083
Br: -9.014 5.601 -6.255
Br: -9.373 4.943 -3.142
H: -9.653 7.079 -4.371
C: 9.783 1.991 -4.964
Br: 10.188 3.556 -3.903
Br: 9.855 0.365 -3.915
Br: 8.092 2.168 -5.876
H: 10.557 1.914 -5.721
C: 4.630 6.595 -6.600
Br: 5.735 7.949 -7.424
Br: 5.655 5.027 -6.120
Br: 3.641 7.297 -5.091
H: 3.901 6.285 -7.341
C: 0.954 -0.354 0.129
Br: 2.142 0.974 -0.634
Br: 1.931 -1.943 0.644
Br: -0.058 0.386 1.598
H: 0.239 -0.654 -0.633
C: -5.140 -7.305 11.941
Br: -5.896 -7.260 13.720
Br: -5.684 -8.884 10.967
Br: -5.529 -5.687 10.956
H: -4.062 -7.357 12.054

The net charge is +1. The HOMO energy comes out at -0.4086 Eh. The value obtained for the strongest force on any atom is 9.63 eV/Å.

***

2.
Density functional theory data (ωB97M-V/def2-TZVPD) for C53H52AsCl3N4O2S3Sn as an isolated structure.

Atoms and positions in Å:
Sn: 0.683 -0.997 -0.568
S: -0.929 -0.565 1.119
C: -2.077 -1.616 0.478
N: -3.465 -1.470 0.679
C: -4.358 -2.521 0.208
C: -3.950 -2.945 -1.187
N: -2.604 -3.501 -1.152
C: -2.404 -4.775 -1.861
C: -3.101 -5.922 -1.158
C: -4.114 -6.645 -1.805
C: -4.770 -7.689 -1.149
C: -4.417 -8.026 0.156
C: -3.405 -7.324 0.806
C: -2.747 -6.281 0.152
C: -1.608 -2.826 -0.417
S: 0.018 -3.263 -0.436
C: -4.104 -0.304 1.310
C: -4.868 0.530 0.302
C: -6.251 0.724 0.439
C: -6.958 1.478 -0.499
C: -6.293 2.050 -1.582
C: -4.919 1.874 -1.724
C: -4.209 1.123 -0.786
H: -5.395 -2.171 0.203
H: -4.285 -3.355 0.915
H: -3.934 -2.090 -1.873
H: -4.661 -3.679 -1.577
H: -1.348 -5.031 -1.974
H: -2.799 -4.642 -2.876
H: -4.405 -6.398 -2.824
H: -5.555 -8.242 -1.658
H: -4.928 -8.840 0.666
H: -3.124 -7.589 1.822
H: -1.956 -5.747 0.674
H: -3.386 0.344 1.818
H: -4.776 -0.688 2.087
H: -6.789 0.287 1.277
H: -8.030 1.621 -0.385
H: -6.844 2.637 -2.312
H: -4.396 2.325 -2.564
H: -3.135 1.001 -0.911
S: -2.330 0.156 -3.705
C: -3.100 -1.059 -2.767
C: -2.286 -1.517 -1.751
C: -1.027 -0.860 -1.752
C: -0.929 0.064 -2.757
C: 0.272 0.827 -2.917
C: 0.541 1.795 -3.871
C: 1.789 2.412 -3.832
C: 2.705 2.039 -2.853
C: 2.335 1.058 -1.944
N: 1.134 0.440 -1.953
H: -4.106 -1.376 -3.006
H: -2.577 -2.282 -1.043
H: -0.186 2.071 -4.626
H: 2.045 3.176 -4.560
H: 3.684 2.501 -2.797
H: 3.015 0.734 -1.162
Cl: 2.720 -1.899 -5.491
C: 2.344 -2.930 -4.088
Cl: 1.550 -4.419 -4.659
Cl: 3.877 -3.379 -3.291
C: 1.425 -2.194 -3.149
O: 0.332 -1.819 -3.549
O: 1.806 -1.949 -1.873
C: 2.074 2.322 7.460
C: 2.246 1.831 6.051
C: 3.516 1.613 5.521
C: 3.679 1.166 4.201
C: 5.087 0.916 3.711
C: 2.540 0.952 3.366
As: 2.915 0.389 1.479
N: 1.314 0.681 0.471
C: 0.543 1.864 0.301
C: 0.734 3.008 1.084
C: -0.060 4.142 0.894
C: -1.056 4.141 -0.085
C: -1.260 3.002 -0.868
C: -0.464 1.867 -0.673
C: 3.947 1.794 0.461
C: 4.308 3.124 0.877
C: 3.956 3.795 2.178
C: 5.064 3.940 0.016
C: 5.479 3.495 -1.236
C: 6.293 4.379 -2.137
C: 5.136 2.216 -1.653
C: 4.383 1.365 -0.831
C: 4.074 -0.016 -1.363
C: 1.242 1.100 3.951
C: -0.059 0.743 3.287
C: 1.124 1.561 5.272
H: 3.052 2.485 7.960
H: 1.499 1.576 8.048
H: 1.520 3.284 7.453
H: 4.386 1.793 6.141
H: 5.843 1.122 4.498
H: 5.336 1.554 2.846
H: 5.192 -0.148 3.415
H: 1.473 3.024 1.850
H: 0.094 5.019 1.509
H: -1.673 5.017 -0.231
H: -2.035 2.996 -1.623
H: -0.632 0.989 -1.283
H: 3.347 3.205 2.849
H: 3.382 4.724 1.970
H: 4.885 4.068 2.721
H: 5.336 4.942 0.330
H: 6.491 5.368 -1.673
H: 5.749 4.541 -3.092
H: 7.268 3.893 -2.353
H: 5.468 1.879 -2.628
H: 4.502 -0.181 -2.374
H: 2.979 -0.160 -1.440
H: 4.507 -0.785 -0.689
H: 0.055 0.210 2.340
H: -0.691 1.647 3.158
H: -0.605 0.024 3.934
H: 0.140 1.690 5.711
H: 1.940 -1.608 0.486

The net charge is -2. The HOMO energy (alpha / beta) comes out at 0.0317 / 0.0322 Eh. The value obtained for the strongest force on any atom is 9.91 eV/Å.

***

3.
Density functional theory data (ωB97M-V/def2-TZVPD) for C15H40BCl2FMg2N4O11S2 as an isolated structure.

Atoms and positions in Å:
C: -4.753 -7.173 0.586
C: -5.025 -6.854 -1.000
C: -5.706 -5.393 -1.308
N: -4.888 -4.201 -0.851
C: -3.881 -3.723 -1.880
B: -2.396 -3.357 -1.277
O: -1.495 -2.508 -2.133
O: -1.825 -3.810 0.006
S: -5.951 -2.877 -0.309
O: -6.553 -2.069 -1.485
O: -5.050 -2.017 0.650
F: -7.262 -3.439 0.673
H: -4.059 -6.344 1.093
H: -5.758 -7.151 1.223
H: -4.165 -8.193 0.730
H: -5.796 -7.674 -1.397
H: -4.036 -7.029 -1.645
H: -6.825 -5.388 -0.929
H: -5.781 -5.305 -2.496
H: -4.348 -4.475 0.004
H: -3.710 -4.552 -2.714
H: -4.242 -2.759 -2.483
H: -1.862 -2.598 -3.062
H: -1.943 -3.022 0.626
C: 1.167 1.552 0.805
C: 0.342 0.703 -0.153
C: 1.107 -0.500 -0.703
C: 2.223 -0.101 -1.571
N: 3.108 0.212 -2.254
H: 2.026 2.005 0.301
H: 0.554 2.362 1.213
H: 1.536 0.952 1.643
H: -0.015 1.334 -0.977
H: -0.545 0.340 0.380
H: 0.415 -1.125 -1.279
H: 1.479 -1.116 0.123
O: 1.591 3.185 -2.632
H: 2.064 2.436 -2.948
N: 3.704 -0.242 -5.644
O: 4.887 -0.013 -5.344
O: 2.903 0.699 -5.776
O: 3.321 -1.411 -5.813
Mg: 2.041 0.392 -4.017
O: 0.438 4.146 0.727
H: 0.780 4.731 0.075
Mg: -1.706 -1.622 1.747
C: 3.911 -2.729 5.688
C: 2.694 -2.948 4.790
C: 2.935 -2.561 3.313
O: 2.939 -1.153 3.061
C: 4.157 -0.502 3.396
N: 1.548 -2.221 5.359
H: 4.057 -1.680 5.957
H: 3.791 -3.280 6.628
H: 4.825 -3.088 5.206
H: 2.465 -4.020 4.815
H: 2.102 -2.961 2.722
H: 3.845 -3.028 2.917
H: 5.029 -1.134 3.204
H: 4.133 -0.187 4.440
H: 4.240 0.400 2.785
H: 0.715 -2.455 4.821
H: 1.690 -1.226 5.159
C: 0.249 7.209 -1.967
S: 1.853 6.374 -1.905
O: 2.497 6.732 -0.599
C: 2.634 7.380 -3.191
H: -0.403 6.766 -1.210
H: 0.374 8.275 -1.758
H: -0.198 7.070 -2.954
H: 2.610 8.435 -2.906
H: 2.108 7.235 -4.137
H: 3.672 7.058 -3.301
C: 0.829 11.065 0.208
Cl: 0.029 11.099 1.784
Cl: -0.335 10.776 -1.091
H: 1.321 12.026 0.038
H: 1.573 10.264 0.204

The net charge is +2. The HOMO energy comes out at -0.4557 Eh. The value obtained for the strongest force on any atom is 9.84 eV/Å.

***

Number 1: energy -117270.3863 Eh. Number 2: energy -7444.7353 Eh. Number 3: energy -3882.6294 Eh.